208
Properties=species:S:1:pos:R:3:mulliken_charge:R:1 method="wB97M-V/def2-TZVPD" e_lumo_ha=-0.2412 gap_ev=4.8 multiplicity=1 total_charge=+3 e_tot_ha=-7363.77902 molar_mass_da=1570.75
C 20.169 18.044 8.343 -1.328
C 20.149 17.768 9.890 -0.309
C 18.787 18.416 10.412 0.505
C 18.585 19.949 10.352 -0.497
N 17.080 20.447 10.631 0.772
C 17.047 22.036 10.484 -0.879
C 17.056 22.628 11.968 -0.880
C 17.158 21.454 12.918 0.559
C 16.660 20.218 12.096 0.620
C 16.048 19.808 9.666 -1.013
H 21.070 17.574 7.947 0.409
H 20.147 19.066 7.964 0.298
H 19.322 17.480 7.953 0.373
H 21.053 18.005 10.451 0.442
H 20.009 16.700 10.060 0.078
H 18.668 18.020 11.421 -0.726
H 18.050 17.929 9.773 0.269
H 18.883 20.377 9.395 0.550
H 19.232 20.311 11.151 0.197
H 16.027 22.246 10.161 0.199
H 17.816 22.365 9.786 0.392
H 16.109 23.095 12.238 0.642
H 17.818 23.403 12.057 0.345
H 16.660 21.699 13.857 -0.416
H 18.218 21.262 13.085 0.112
H 15.572 20.229 12.160 0.097
H 17.083 19.255 12.382 -0.710
H 16.442 19.917 8.655 0.408
H 15.115 20.369 9.611 0.335
H 15.764 18.781 9.897 0.261
C 19.959 10.779 10.439 -1.161
C 20.875 11.973 10.334 -0.525
C 21.514 12.370 11.680 -0.475
C 20.430 13.283 12.385 -0.980
N 20.739 13.880 13.775 0.478
C 19.600 14.684 14.476 -0.880
C 20.296 15.915 15.177 0.834
C 21.336 16.305 14.199 -0.453
C 21.807 15.000 13.523 -0.439
C 21.162 12.724 14.795 -0.855
H 19.466 10.706 11.408 0.271
H 20.626 9.918 10.398 0.335
H 19.243 10.642 9.629 0.340
H 20.419 12.835 9.846 0.321
H 21.643 11.661 9.626 0.418
H 22.269 13.141 11.527 0.352
H 21.970 11.553 12.239 0.387
H 19.463 12.788 12.478 0.484
H 20.236 14.202 11.832 0.300
H 18.941 14.048 15.067 0.362
H 19.023 14.943 13.588 0.209
H 20.672 15.853 16.198 -0.143
H 19.551 16.666 15.441 -0.467
H 22.191 16.707 14.743 0.409
H 21.014 16.996 13.420 0.298
H 22.657 14.555 14.040 0.239
H 21.951 15.151 12.453 0.348
H 20.248 12.200 15.075 0.332
H 21.608 13.293 15.611 0.358
H 21.880 12.006 14.399 0.317
C 14.262 19.440 16.848 -1.264
C 15.759 19.500 17.346 -0.120
C 16.494 20.709 16.903 0.694
O 17.751 20.887 17.427 0.404
C 18.836 20.099 16.890 -0.247
N 15.805 19.475 18.865 0.969
H 15.393 20.310 19.256 0.349
H 15.436 18.587 19.174 0.221
H 16.761 19.518 19.188 0.209
H 13.942 18.404 16.961 0.157
H 14.116 19.639 15.786 -0.191
H 13.569 20.049 17.429 0.515
H 16.415 18.639 17.217 0.411
H 15.832 21.550 17.106 0.076
H 16.534 20.611 15.818 -0.818
H 19.229 20.699 16.070 0.192
H 18.656 19.100 16.493 -0.202
H 19.558 19.992 17.700 0.031
C 11.759 12.429 14.891 -1.646
C 12.599 13.685 15.130 0.706
C 13.111 13.882 16.614 -0.982
O 13.997 15.103 16.707 0.111
C 15.010 15.079 17.665 -0.718
N 13.785 13.713 14.173 0.130
H 14.116 14.666 14.127 -0.340
H 14.465 13.086 14.579 0.403
H 13.546 13.531 13.209 0.464
H 12.377 11.557 15.101 0.439
H 11.365 12.247 13.891 0.414
H 11.043 12.319 15.706 0.415
H 11.927 14.510 14.891 -0.097
H 13.775 13.086 16.950 0.476
H 12.368 14.056 17.393 0.420
H 15.318 16.120 17.759 -0.118
H 15.898 14.462 17.531 0.270
H 14.582 14.849 18.641 0.514
C 11.200 18.323 13.862 -1.239
C 11.339 19.023 12.530 0.195
C 11.680 20.486 12.726 -1.079
O 12.972 20.639 13.185 0.023
C 13.410 21.942 13.614 -0.615
N 12.293 18.272 11.620 0.319
H 13.199 18.102 12.033 -0.622
H 11.991 17.329 11.419 0.501
H 12.486 18.820 10.794 0.458
H 10.878 17.308 13.632 0.454
H 10.434 18.719 14.528 0.608
H 12.137 18.401 14.414 0.008
H 10.359 19.077 12.055 0.299
H 10.897 20.954 13.323 0.483
H 11.527 21.102 11.839 0.494
H 12.592 22.401 14.169 0.483
H 13.615 22.648 12.808 0.359
H 14.328 21.915 14.201 -0.207
C 10.466 16.466 17.468 -1.103
C 9.840 17.548 18.328 -0.232
C 10.433 18.909 17.941 0.756
O 9.627 19.906 18.558 -0.535
C 10.230 21.166 18.553 -0.723
N 8.273 17.474 18.183 -0.177
H 7.839 16.682 18.635 0.372
H 7.848 18.318 18.541 0.362
H 8.027 17.419 17.205 0.342
H 9.922 15.566 17.754 0.461
H 11.497 16.435 17.820 0.163
H 10.337 16.594 16.393 0.283
H 9.990 17.354 19.390 0.345
H 10.476 18.939 16.852 -0.318
H 11.470 18.960 18.271 0.076
H 10.064 21.805 17.686 0.312
H 11.256 21.054 18.903 0.336
H 9.639 21.672 19.316 0.304
C 15.438 27.376 15.278 -1.232
C 16.879 27.701 15.789 0.383
C 17.847 26.610 15.434 -1.132
O 17.443 25.489 16.147 -0.245
C 18.042 24.257 15.611 -0.283
N 17.280 28.954 15.101 -0.162
H 16.911 28.936 14.161 0.388
H 16.888 29.755 15.574 0.364
H 18.277 28.932 14.939 0.343
H 15.251 27.368 14.204 0.401
H 14.788 28.170 15.645 0.481
H 14.999 26.465 15.684 0.074
H 16.871 27.831 16.871 0.286
H 18.842 26.877 15.789 0.463
H 18.041 26.457 14.373 0.472
H 17.582 23.418 16.134 -0.162
H 19.122 24.246 15.751 0.431
H 17.859 24.066 14.553 0.071
C 21.826 18.767 20.181 -1.513
C 22.451 17.417 19.722 -0.218
C 22.198 16.328 20.785 -0.638
O 23.069 16.722 21.828 -0.336
C 22.568 16.139 23.035 -0.738
N 21.902 17.062 18.341 -0.165
H 20.892 17.042 18.358 0.381
H 22.357 17.687 17.691 0.399
H 22.150 16.145 17.999 0.382
H 20.769 18.560 20.351 0.409
H 21.815 19.523 19.397 0.396
H 22.254 19.227 21.072 0.490
H 23.518 17.595 19.584 0.355
H 22.703 15.442 20.399 0.467
H 21.137 16.258 21.025 0.433
H 21.486 16.172 23.157 0.330
H 23.049 16.693 23.841 0.269
H 22.909 15.106 23.099 0.319
C 19.728 22.829 19.996 0.477
F 20.268 22.114 18.998 -0.205
F 20.632 23.720 20.431 -0.238
F 18.624 23.357 19.493 -0.125
S 19.255 21.653 21.445 0.862
O 20.494 21.001 21.883 -0.652
O 18.643 22.549 22.440 -0.652
O 18.299 20.723 20.870 -0.500
C 12.788 17.316 21.397 0.523
F 12.317 17.111 20.229 -0.211
F 12.863 18.610 21.704 -0.191
F 11.986 16.799 22.334 -0.256
S 14.578 16.597 21.499 0.974
O 15.241 17.155 20.298 -0.776
O 15.169 17.101 22.693 -0.631
O 14.423 15.096 21.478 -0.679
C 16.520 17.124 14.111 0.022
F 17.641 17.209 13.358 -0.249
F 16.605 16.150 15.009 -0.052
F 16.320 18.320 14.640 0.296
S 15.026 16.685 12.899 1.059
O 13.804 16.715 13.706 -0.435
O 15.078 17.700 11.867 -0.595
O 15.309 15.316 12.414 -0.802
C 21.979 21.939 14.365 0.416
F 22.083 20.742 13.732 -0.180
F 21.011 21.899 15.315 -0.135
F 23.093 22.293 14.976 -0.205
S 21.393 23.347 13.178 1.063
O 19.960 23.095 12.871 -0.620
O 21.657 24.558 13.951 -0.661
O 22.249 23.260 11.979 -0.684
C 13.567 24.047 17.917 0.519
F 13.313 25.380 17.895 -0.238
F 12.610 23.403 17.166 -0.226
F 14.723 23.853 17.312 -0.204
S 13.685 23.299 19.654 0.912
O 14.221 21.933 19.388 -0.730
O 14.651 24.117 20.367 -0.611
O 12.353 23.266 20.236 -0.660